{"formula": "C32H48Br2N3O2S3", "method": "ωB97M-V with the def2-TZVPD basis set", "species": ["C", "C", "C", "O", "C", "C", "C", "C", "C", "Br", "C", "C", "Br", "C", "C", "C", "N", "C", "C", "C", "C", "C", "N", "C", "C", "C", "C", "C", "S", "C", "S", "N", "C", "C", "C", "C", "C", "C", "C", "C", "S", "H", "H", "H", "H", "H", "H", "H", "H", "H", "H", "H", "H", "H", "H", "H", "H", "H", "H", "H", "H", "H", "H", "H", "H", "H", "H", "H", "H", "H", "H", "H", "H", "H", "H", "H", "H", "H", "H", "H", "H", "H", "H", "H", "H", "H", "O", "H", "H", "H"], "positions_angstrom": [[-0.523, -6.190, -0.074], [0.143, -5.761, -1.450], [1.556, -5.045, -1.230], [1.569, -4.561, 0.118], [2.398, -3.417, 0.275], [1.715, -2.352, 1.201], [1.066, -2.753, 2.439], [0.481, -1.692, 3.261], [-0.251, -1.990, 4.606], [0.812, -2.518, 6.140], [-1.599, -1.826, 4.600], [-2.424, -1.358, 3.357], [-2.627, -2.165, 6.238], [0.551, -0.283, 2.872], [1.183, 0.124, 1.620], [1.762, -0.941, 0.782], [1.332, 1.483, 1.121], [2.550, 2.128, 1.692], [3.838, 2.131, 0.762], [3.692, 1.464, -0.669], [4.497, 2.371, -1.749], [3.579, 2.712, -3.011], [2.948, 1.512, -3.609], [0.208, 2.344, 1.457], [-0.194, 3.376, 0.486], [0.505, 3.553, -0.908], [-0.558, 3.122, -2.005], [-1.011, 1.623, -1.856], [-2.748, 1.418, -2.415], [-3.549, 0.163, -1.334], [-3.252, 0.231, 0.289], [-4.393, -0.755, -2.010], [-5.432, -1.337, -1.137], [-6.610, -0.318, -0.826], [-3.635, -1.775, -2.774], [-3.066, -2.963, -1.912], [-1.295, 4.316, 0.765], [-2.032, 4.261, 2.019], [-1.665, 3.222, 2.984], [-0.569, 2.303, 2.701], [-0.135, 1.042, 3.930], [-0.890, -5.252, 0.424], [-1.382, -6.881, -0.306], [0.229, -6.716, 0.574], [-0.546, -5.014, -1.926], [0.219, -6.656, -2.116], [2.411, -5.744, -1.428], [1.605, -4.220, -1.998], [2.664, -2.909, -0.699], [3.394, -3.674, 0.750], [1.009, -3.820, 2.768], [-3.479, -1.744, 3.380], [-2.502, -0.237, 3.301], [-1.982, -1.729, 2.391], [2.259, -0.743, -0.195], [2.357, 3.180, 2.047], [2.807, 1.555, 2.633], [4.634, 1.548, 1.311], [4.231, 3.205, 0.748], [2.655, 1.395, -1.067], [4.249, 0.495, -0.641], [5.370, 1.785, -2.137], [4.811, 3.372, -1.329], [2.788, 3.473, -2.770], [4.200, 3.173, -3.837], [1.941, 1.491, -3.456], [3.389, 0.648, -3.301], [1.473, 3.002, -0.992], [0.757, 4.647, -1.050], [-1.388, 3.871, -1.964], [-0.025, 3.203, -2.999], [-0.306, 1.002, -2.483], [-0.946, 1.217, -0.814], [-5.916, -2.164, -1.736], [-5.050, -1.819, -0.203], [-6.839, 0.333, -1.704], [-6.458, 0.236, 0.132], [-7.524, -0.964, -0.672], [-2.766, -1.328, -3.332], [-4.331, -2.204, -3.541], [-2.590, -3.682, -2.643], [-2.259, -2.674, -1.191], [-3.856, -3.556, -1.383], [-1.539, 5.099, 0.002], [-2.850, 4.990, 2.194], [-2.258, 3.172, 3.925], [4.792, 5.489, 0.064], [4.914, 6.103, -0.695], [4.073, 5.793, 0.662], [5.634, 5.351, 0.554]], "atomic_forces_ev_per_a": [[0.21, 0.14, -0.76], [0.07, 0.17, 0.71], [-1.24, -0.85, -0.81], [0.78, 1.02, -0.96], [0.54, 1.13, 0.83], [-0.52, 1.02, 0.38], [0.02, 2.53, -0.33], [0.59, 0.25, -0.15], [-0.68, 0.27, -1.42], [-0.65, 0.33, -1.09], [0.25, -0.12, 0.05], [-0.30, -0.34, 0.08], [0.62, 0.34, -1.20], [0.69, -0.20, -1.48], [0.52, -3.15, -0.47], [-1.05, -1.08, 2.06], [-0.77, 0.77, 1.78], [1.22, -0.37, 1.01], [-0.03, -0.56, 0.52], [1.77, 1.92, -0.47], [-1.21, -0.22, -0.72], [0.57, -0.11, -0.40], [-0.05, 0.57, 0.41], [-2.78, 2.30, -0.48], [-0.42, 0.35, 1.07], [-0.87, 0.03, 0.63], [1.27, -0.02, -0.20], [0.52, -0.16, 0.36], [-0.22, -0.93, -0.32], [0.71, 0.03, 0.19], [-0.39, -0.08, -0.75], [1.29, 0.81, 1.43], [-1.73, -0.34, -0.44], [-0.12, -1.17, 0.25], [0.46, -0.97, -0.60], [0.20, -0.51, -0.59], [0.74, -1.36, 1.51], [2.01, -1.64, -0.82], [0.55, 0.60, -1.71], [-0.01, 0.42, -1.17], [0.22, -0.17, -0.87], [0.31, -1.16, -0.22], [0.80, 0.74, 0.41], [-0.87, 0.51, -0.52], [0.59, -0.74, 0.26], [0.14, 0.85, 0.44], [-0.63, 0.50, 0.33], [0.19, -0.52, 0.95], [-0.50, -0.62, 0.79], [-0.99, -0.06, -0.44], [0.06, 1.17, -0.40], [1.07, 0.24, 0.26], [0.23, -1.05, 0.21], [-0.22, 0.38, 1.06], [-0.59, 0.14, 0.96], [-0.23, -1.06, -0.60], [-0.16, 0.68, -0.88], [-0.73, 0.69, -0.57], [-0.54, -1.34, -0.39], [0.76, -0.31, 0.81], [-1.05, 0.59, -0.04], [-0.52, 0.81, 0.44], [0.03, -1.23, -0.27], [0.63, -0.75, -0.01], [-0.36, -0.26, 1.08], [0.46, -0.24, 0.05], [-0.32, 0.27, -0.10], [-0.99, 0.18, 0.17], [-0.37, -1.03, 0.07], [0.51, -0.89, -0.14], [-0.85, 0.16, 0.80], [-0.95, 0.43, 0.51], [-0.13, 0.63, -0.71], [0.69, 0.81, 0.46], [-0.08, 0.61, -0.73], [0.43, -0.36, 0.84], [0.02, -0.17, -1.04], [0.84, 0.73, -0.06], [-1.06, -0.05, 0.63], [0.54, 0.40, 0.64], [-0.46, 0.73, 0.71], [-0.81, 0.00, -0.50], [0.65, 0.70, -0.38], [0.23, -0.86, 0.82], [0.69, -0.78, 0.05], [0.76, -0.24, -0.80], [0.06, 0.42, 0.06], [-0.02, -0.11, 0.06], [0.04, -0.12, -0.07], [-0.11, -0.08, -0.06]], "mulliken_charge": [-0.893, -0.191, -0.434, -0.140, -0.904, 0.991, -0.761, 0.639, -1.140, -0.084, 0.241, -0.857, -0.176, 0.704, -0.953, -0.575, 1.935, -0.717, 0.080, -0.251, -0.446, -0.424, -0.582, -0.766, 0.236, 0.563, -1.074, 0.602, -0.241, -0.240, 0.092, 0.175, -0.536, -1.148, -0.818, -0.666, -0.777, -0.856, -0.642, 0.898, -0.215, 0.121, 0.368, 0.286, -0.109, 0.404, 0.254, 0.333, 0.295, 0.270, 0.479, 0.538, 0.148, 0.162, 0.024, 0.445, 0.378, 0.406, -0.524, 0.171, 0.520, 0.331, -0.174, 0.119, 0.347, 0.267, 0.283, -1.024, 0.386, 0.487, 0.550, 0.189, -0.662, 0.483, 0.305, 0.295, 0.257, 0.390, 0.364, 0.354, 0.336, 0.182, 0.271, 0.343, 0.392, 0.380, -0.439, 0.462, 0.458, 0.448], "total_charge": 1, "energy_ha": -7904.961387, "orbital_gap_ha": 0.1625, "lumo_energy_ev": -5.4, "homo_energy_ev": -9.82}

---

{"formula": "C3H4MgNaO4", "method": "ωB97M-V with the def2-TZVPD basis set", "species": ["O", "O", "C", "C", "O", "C", "H", "H", "H", "H", "O", "Mg", "Na"], "positions_angstrom": [[-1.484, 1.339, 0.835], [-0.821, -1.242, 0.047], [0.207, -1.379, -0.879], [1.096, -0.134, -0.800], [0.237, 0.978, -0.524], [-0.227, 1.009, 0.751], [0.839, -2.262, -0.665], [-0.148, -1.497, -1.921], [1.627, 0.071, -1.738], [1.810, -0.230, 0.030], [0.539, 1.161, 1.727], [-2.475, -0.203, -0.127], [-1.199, 2.390, 3.264]], "atomic_forces_ev_per_a": [[-0.43, -0.53, 0.18], [-0.39, -0.19, -0.33], [-0.17, -0.19, 0.07], [0.40, -0.06, 0.36], [0.09, -0.53, -0.18], [0.05, 2.73, 1.01], [-0.15, 0.16, -0.06], [-0.08, 0.02, 0.18], [-0.14, 0.07, 0.26], [-0.08, 0.09, -0.25], [-0.44, -0.77, -0.37], [0.89, -0.05, 0.28], [0.46, -0.75, -1.15]], "mulliken_spin": [-0.047, 0.049, 0.026, -0.003, -0.011, 0.000, 0.003, 0.002, 0.001, 0.000, 0.006, 0.935, 0.039], "e_above_lowest_ev": 0.1021, "energy_ha": -780.103827, "orbital_gap_ha": [0.1393, 0.2468], "lumo_energy_ev": [-1.5, -1.6], "multiplicity": 2, "s_squared": 0.7505, "homo_energy_ev": [-5.24, -8.27]}

---

{"formula": "C7H7N2", "method": "ωB97M-V with the def2-TZVPD basis set", "species": ["C", "C", "C", "C", "C", "C", "C", "N", "N", "H", "H", "H", "H", "H", "H", "H"], "positions_angstrom": [[-2.568, 0.305, 0.239], [1.484, -1.267, 0.308], [0.332, -1.760, -0.398], [1.920, 0.021, 0.719], [-0.999, -1.322, -0.447], [1.676, 1.208, 0.143], [1.272, 2.221, -0.521], [-3.540, 0.945, 0.155], [-1.495, -0.277, 0.171], [2.168, -2.146, 0.756], [0.619, -2.785, -0.699], [2.497, -0.145, 1.625], [-1.545, -2.072, -1.048], [-3.938, 1.741, 0.466], [0.208, 2.476, -0.567], [1.909, 2.855, -0.902]], "atomic_forces_ev_per_a": [[-0.18, 0.22, -0.83], [0.07, -1.90, 0.08], [2.21, 0.22, 1.38], [-0.10, -0.33, 0.00], [1.87, -1.74, -0.93], [-0.76, -2.05, 0.75], [-3.24, -2.13, 1.88], [0.62, -2.34, -0.64], [1.08, -0.45, 0.24], [-1.54, 2.01, -1.27], [-1.17, 0.55, -0.24], [0.05, 1.00, 0.21], [-0.79, 0.90, 0.49], [-1.71, 2.90, 1.12], [0.28, 0.00, 0.42], [3.31, 3.14, -2.65]], "mulliken_charge": [0.484, 0.134, -0.580, -0.350, 0.144, 0.347, -0.655, -0.222, -0.388, 0.245, 0.277, 0.352, 0.353, 0.287, 0.233, 0.339], "e_above_lowest_ev": 3.4774, "smiles": "C=C=C/C=C\\C=[N+]=C=N", "total_charge": 1, "energy_ha": -380.012201, "orbital_gap_ha": 0.2643, "lumo_energy_ev": -5.9, "homo_energy_ev": -13.07}

---

{"formula": "C5H5N3", "method": "ωB97M-V with the def2-TZVPD basis set", "species": ["C", "C", "C", "C", "C", "H", "H", "H", "H", "H", "N", "N", "N"], "positions_angstrom": [[1.768, -0.300, 0.665], [0.325, 0.732, -0.317], [-1.847, 0.368, -0.840], [-1.723, -0.946, -0.462], [0.319, -0.637, 0.163], [1.589, -0.519, 1.897], [2.914, -0.709, 0.318], [2.477, 1.834, -0.066], [-3.088, 0.619, -0.940], [-2.832, -1.444, -0.180], [1.564, 1.209, 0.344], [-0.765, 1.183, -0.934], [-0.700, -1.390, 0.351]], "atomic_forces_ev_per_a": [[1.88, -1.32, 4.22], [-1.92, -0.59, -1.07], [-2.02, -0.48, -1.00], [-4.28, -0.97, 4.21], [3.95, 3.48, -0.26], [1.34, 0.87, -3.05], [-3.78, 0.75, 0.74], [-3.78, -2.54, 0.89], [4.07, 0.26, -0.60], [3.29, 0.85, -1.17], [0.81, -1.07, -2.15], [0.34, 1.81, 1.46], [0.10, -1.04, -2.21]], "mulliken_charge": [-0.271, 0.290, 0.104, -0.177, 0.432, 0.177, 0.265, 0.321, 0.197, 0.233, -0.397, -0.630, -0.545], "e_above_lowest_ev": 4.7266, "energy_ha": -357.598915, "orbital_gap_ha": 0.3357, "lumo_energy_ev": 0.2, "homo_energy_ev": -8.94}